# 1
88
Properties=species:S:1:pos:R:3:forces:R:3:lowdin_spin:R:1 method="wB97M-V/def2-TZVPD" total_charge=+2 energy_ev=-248545.7824 orbital_gap_ev="6.33 / 6.87" e_above_lowest_kcal_mol=21.1 spin_multiplicity=2
V 0.0582 -1.2308 0.3887 -0.2 1.6 -0.5 1.1206
N 2.7530 -1.1894 1.8575 -0.3 0.1 0.0 0.0017
C 2.5731 -1.9499 3.1119 0.0 0.0 -0.1 -0.0002
C 1.6392 -1.2543 4.0857 0.0 0.2 -0.1 0.0001
C 0.1465 -1.2601 3.7894 0.1 0.1 -0.1 -0.0006
N -0.2778 -0.4938 2.5701 0.3 0.0 -0.5 -0.0003
H 3.5437 -1.5824 1.3587 0.0 -0.1 -0.1 0.0000
H 3.0543 -0.2582 2.1151 0.1 0.1 0.1 0.0000
H 3.5322 -2.0937 3.6072 0.1 0.0 0.1 0.0000
H 2.1909 -2.9442 2.8790 0.0 0.0 -0.1 -0.0001
H 1.9876 -0.2254 4.2524 0.0 0.0 0.0 0.0000
H 1.7525 -1.7623 5.0437 0.0 0.1 0.1 0.0000
H -0.3642 -0.8215 4.6445 0.0 0.1 0.1 -0.0003
H -0.2130 -2.2758 3.6840 -0.1 -0.1 -0.1 -0.0001
H 0.1084 0.4447 2.6248 0.0 0.1 0.1 0.0007
H -1.2806 -0.3614 2.6299 -0.1 0.0 0.1 0.0021
N 1.5358 -4.8044 -0.0380 -0.1 0.1 -0.1 -0.0004
N 0.6740 -4.9638 1.0496 0.1 0.1 -0.1 -0.0010
C 0.0686 -3.9419 1.6818 -0.1 0.8 -0.4 0.0001
O -0.6812 -4.0705 2.6007 -0.1 0.1 0.2 -0.0029
O 0.4037 -2.6767 1.1639 0.5 -3.1 1.3 -0.0369
H 1.2939 -5.4853 -0.7480 -0.1 0.0 -0.1 0.0000
H 2.4898 -4.9812 0.2509 0.1 -0.1 0.0 0.0000
H 0.4952 -5.8762 1.4418 0.0 -0.1 0.0 0.0000
C 2.8215 0.4703 -1.9978 0.0 -0.1 0.1 -0.0029
As 1.5952 0.9800 -0.5782 -0.1 -0.1 0.2 -0.0106
C 2.9271 1.8329 0.5525 -0.1 -0.1 0.2 -0.0031
C 0.8715 2.5340 -1.5195 -0.1 0.0 0.1 -0.0002
C -0.4111 3.2061 -1.0262 0.0 0.1 0.1 0.0000
C -0.7145 4.3333 -2.0255 0.0 0.1 0.0 0.0001
C -1.5897 2.2378 -1.1298 0.2 0.0 0.0 -0.0030
As -1.8117 0.7359 0.0985 -0.2 -0.1 -0.5 -0.0209
C -2.5295 1.5610 1.7064 0.1 -0.1 0.1 -0.0062
C -3.4916 0.1662 -0.6799 0.0 0.0 0.0 -0.0022
C -0.2755 3.7426 0.4210 0.0 -0.1 -0.3 0.0000
As 0.2807 5.6266 0.6915 0.0 0.1 0.0 0.0000
C 0.4252 5.4391 2.6309 0.0 0.0 0.1 0.0000
C 2.1982 5.4841 0.3301 0.1 0.1 -0.1 0.0000
H 3.3749 1.3651 -2.2735 0.1 0.0 0.0 -0.0006
H 2.2697 0.1172 -2.8620 0.0 0.0 -0.1 0.0000
H 3.5339 -0.2863 -1.6688 0.0 0.0 0.0 0.0000
H 3.3000 2.6911 0.0029 0.1 0.1 0.0 -0.0005
H 3.7521 1.1472 0.7265 0.0 0.0 0.0 0.0000
H 2.5193 2.1716 1.5041 0.0 0.0 0.0 0.0000
H 0.7366 2.2036 -2.5518 0.0 0.0 0.0 0.0000
H 1.6949 3.2483 -1.5175 0.0 0.1 0.0 -0.0002
H -0.9224 3.9203 -3.0157 0.0 0.0 0.0 0.0000
H 0.1282 5.0202 -2.1205 0.0 0.0 0.0 -0.0001
H -1.5794 4.9176 -1.7098 0.0 0.0 0.0 0.0000
H -1.6215 1.7858 -2.1235 0.0 0.0 -0.1 0.0000
H -2.5213 2.7875 -1.0045 -0.1 0.1 0.0 -0.0007
H -3.2003 2.3489 1.3753 -0.1 0.1 0.0 -0.0010
H -1.7654 1.9846 2.3508 0.0 0.1 0.0 0.0000
H -3.1112 0.8229 2.2577 0.0 0.0 0.0 0.0000
H -4.1210 1.0474 -0.7811 -0.1 0.0 0.0 -0.0006
H -3.9780 -0.5675 -0.0469 0.0 0.0 0.0 0.0001
H -3.3126 -0.2753 -1.6564 0.0 0.0 -0.1 0.0001
H 0.3662 3.0890 1.0249 0.0 -0.1 0.0 0.0000
H -1.2549 3.7392 0.8994 -0.1 0.0 0.0 0.0000
H -0.5630 5.2833 3.0638 0.0 0.0 0.0 0.0000
H 0.8281 6.3666 3.0360 0.0 0.0 0.0 0.0000
H 1.0855 4.6158 2.9141 0.0 0.0 0.0 0.0000
H 2.3906 5.3829 -0.7392 0.0 0.0 0.0 0.0000
H 2.6623 4.6665 0.8781 0.0 0.0 0.0 0.0000
H 2.6523 6.4185 0.6593 0.0 0.0 0.0 0.0000
N 0.9256 -2.1414 -1.3785 -0.4 0.5 -0.3 -0.0033
C 0.2371 -2.0818 -2.6736 0.3 0.0 0.4 0.0032
C 0.9804 -1.8675 -3.8246 0.1 0.0 -0.1 0.0000
C 0.3525 -1.7581 -5.0553 0.0 0.0 0.0 0.0007
C -1.0284 -1.8676 -5.1245 0.0 0.0 0.0 0.0002
C -1.7551 -2.1253 -3.9744 -0.1 0.0 -0.1 0.0006
C -1.1380 -2.2601 -2.7290 -0.2 0.0 0.1 0.0005
C -1.9401 -2.6297 -1.5338 0.0 0.2 0.0 -0.0021
C -3.0532 -3.4598 -1.7123 -0.1 -0.1 0.1 -0.0032
C -3.8871 -3.7989 -0.6594 0.0 0.0 -0.1 0.0028
C -3.6251 -3.3118 0.6147 0.0 0.0 0.0 -0.0006
C -2.5167 -2.5064 0.8098 0.1 0.0 -0.2 0.0059
C -1.6613 -2.1609 -0.2469 -0.1 -0.2 0.5 -0.0373
H 1.8656 -1.7857 -1.5153 0.1 0.0 0.0 0.0018
H 1.0567 -3.1046 -1.0528 -0.1 -0.2 0.1 0.0003
H 2.0614 -1.8116 -3.7656 0.0 0.0 0.0 0.0000
H 0.9389 -1.5877 -5.9490 0.0 0.0 0.0 0.0000
H -1.5382 -1.7710 -6.0749 0.0 0.0 0.1 0.0000
H -2.8328 -2.2162 -4.0383 0.1 0.0 0.0 0.0000
H -3.2560 -3.8637 -2.6965 0.0 0.0 0.0 -0.0004
H -4.7334 -4.4527 -0.8313 0.0 0.0 0.0 0.0002
H -4.2657 -3.5720 1.4507 0.1 0.0 -0.1 -0.0002
H -2.3104 -2.1689 1.8196 0.0 0.0 0.0 0.0010

# 2
9
Properties=species:S:1:pos:R:3:forces:R:3:nbo_charge:R:1 method="wB97M-V/def2-TZVPD" energy_ev=-7380.0887 orbital_gap_ev=10.58 e_above_lowest_kcal_mol=56.4 spin_multiplicity=1
C 2.3363 0.3174 0.0968 -2.1 -2.0 -0.8 0.1999
C -0.1313 -0.0055 -0.5004 -1.4 0.0 1.4 -0.6882
C 1.0567 -0.5547 0.1629 1.9 3.9 4.4 0.3012
N 3.2391 0.9963 -0.0813 0.5 0.4 0.2 -0.3006
F 1.2520 -1.8078 -0.0747 0.6 -2.0 0.0 -0.3055
H -0.3501 -0.3764 -1.4830 0.3 -0.4 -0.5 0.2367
H -0.0238 1.0549 -0.5205 -0.2 0.8 -0.1 0.2409
H -0.9477 -0.2798 0.2040 0.1 0.4 -1.0 0.2389
H 0.8277 -0.1917 1.8239 0.5 -1.2 -3.8 0.0768

# 3
58
Properties=species:S:1:pos:R:3:forces:R:3:nbo_charge:R:1 method="wB97M-V/def2-TZVPD" total_charge=+1 energy_ev=-128927.4985 orbital_gap_ev=9.87 e_above_lowest_kcal_mol=105.2 spin_multiplicity=1
Zn 0.0223 0.0117 -0.1842 1.0 0.2 -0.4 1.7576
C -3.4309 -2.0087 -1.3216 -0.3 2.8 0.4 0.7881
F -3.1288 -0.9417 -2.0770 2.0 0.5 -0.3 -0.3358
F -4.6909 -1.7489 -1.0999 -1.2 -1.5 1.2 -0.2802
F -3.2223 -3.0640 -2.0060 0.0 -1.9 -0.8 -0.2781
S -2.3487 -2.1366 0.2675 1.4 -2.5 2.8 2.0481
O -3.1755 -2.5517 1.4234 1.4 0.7 -2.7 -0.8713
O -1.2641 -3.1005 -0.0715 -2.0 2.9 0.1 -0.8979
N -1.7813 -0.4855 0.5862 -1.6 -4.9 -1.1 -1.2799
S -3.0366 0.1573 1.3239 -1.5 5.7 1.8 2.1476
O -2.9290 1.5808 0.9826 0.7 -1.0 0.6 -0.9666
O -4.4124 -0.2724 1.2080 1.7 -0.9 0.0 -0.8556
C -2.5559 0.1151 3.2591 -0.3 0.9 -1.3 0.7804
F -2.3755 -1.0874 3.7141 0.5 -1.1 0.1 -0.2972
F -1.4376 0.8538 3.5195 -0.6 -0.5 -0.6 -0.3379
F -3.5620 0.6542 3.9101 -0.3 0.4 0.0 -0.2987
C 0.6804 2.4394 1.8054 1.2 -3.0 -1.4 0.7914
O 0.5345 1.3926 1.1636 -0.9 -0.9 -0.2 -0.8283
N 0.3478 3.5906 1.4345 -2.3 6.2 -2.7 -0.7642
N 1.4096 2.4207 2.8579 1.2 -1.5 3.2 -0.8056
H 0.1022 3.8135 0.4805 -0.3 -0.3 0.4 0.4011
H 0.6170 4.3683 2.0199 -0.3 0.0 -0.3 0.3926
H 1.7891 3.2336 3.3218 -0.1 -0.7 0.2 0.4065
H 1.5208 1.4339 3.0422 1.3 0.4 1.4 0.4392
C -1.1555 2.3107 -1.9362 -2.9 -3.4 0.5 0.7799
O -0.6520 1.3185 -1.4810 2.1 -1.8 0.9 -0.7890
N -0.5998 3.3983 -2.2036 4.9 6.1 -0.5 -0.7888
N -2.3961 2.2564 -2.2803 -5.0 0.0 -1.2 -0.7855
H -1.0887 4.2694 -2.3529 0.0 -0.4 -0.1 0.4087
H 0.3488 3.4836 -1.8675 0.1 0.1 -0.4 0.4040
H -2.8617 3.0731 -2.6496 0.0 -0.2 0.1 0.3822
H -3.0045 1.5766 -1.8469 0.2 -0.1 -0.1 0.4266
C -0.0329 -1.9062 -2.7762 -0.8 -0.5 -0.2 0.7883
O 0.3040 -1.3330 -1.7864 1.6 2.2 3.0 -0.7636
N -0.4235 -1.3650 -3.8968 -0.6 3.5 -3.0 -0.8186
N -0.1367 -3.1848 -2.8468 0.0 -3.8 -0.1 -0.7847
H -0.8097 -1.8903 -4.6683 0.3 0.3 0.2 0.3966
H -0.1014 -0.4249 -4.0769 -0.6 0.0 0.0 0.4059
H 0.3302 -3.7444 -2.1476 -0.7 -0.3 -0.3 0.4283
H -0.4901 -3.4595 -3.7522 0.5 -1.4 0.7 0.3874
C 3.0260 0.1056 -1.4916 -1.4 0.8 -0.2 0.7872
O 1.9925 0.6070 -1.0986 -1.4 1.1 1.3 -0.7469
N 3.9399 -0.3724 -0.6603 0.8 -0.6 1.1 -0.8386
N 3.2532 0.0862 -2.7863 1.7 -1.0 -1.3 -0.8123
H 3.6458 -0.2207 0.2940 0.5 -0.4 0.1 0.4228
H 4.7602 -0.8914 -0.9393 -0.2 0.2 0.3 0.4046
H 4.0767 -0.4634 -2.9862 -0.3 0.4 -1.4 0.3895
H 2.5805 0.4827 -3.4269 0.4 -0.4 0.1 0.4241
C 1.3002 -1.4175 2.4142 0.4 0.2 2.1 -0.1115
C 2.6689 -1.1681 3.1977 -2.0 -2.1 -1.6 -0.0791
O 3.0514 0.1415 3.2261 0.5 1.5 0.1 -0.7246
O 1.4322 -1.3803 1.0073 0.3 0.0 0.5 -0.7495
H 0.4713 -0.7838 2.7297 0.3 0.5 -0.1 0.2075
H 0.9559 -2.4019 2.7312 0.1 -0.3 -0.1 0.1861
H 3.4094 -1.7219 2.6207 0.1 -0.5 0.1 0.1469
H 2.5731 -1.6444 4.1734 0.0 0.2 0.2 0.1823
H 4.0028 0.1729 3.1022 0.0 0.3 0.2 0.4866
H 1.9578 -2.1767 0.9016 -0.1 -0.1 -1.3 0.4921

# 4
58
Properties=species:S:1:pos:R:3:forces:R:3:nbo_charge:R:1 method="wB97M-V/def2-TZVPD" smiles="CCCCN(CC)CCNC(=O)c1cn(-c2ccc(Cl)cc2)c(=O)c2ccccc12" energy_ev=-46431.4863 orbital_gap_ev=8.37 e_above_lowest_kcal_mol=9.1 spin_multiplicity=1
C -3.2294 4.9286 -6.3396 0.0 -0.1 0.2 -0.5989
C -2.3761 4.3928 -5.1972 0.1 0.1 -0.3 -0.3981
C -0.8850 4.5730 -5.4663 -0.1 -0.1 0.4 -0.3988
C -0.0318 3.9738 -4.3432 -0.1 0.0 -0.3 -0.2094
N -0.2929 2.5586 -4.1615 0.0 0.1 0.1 -0.4657
C 0.2912 1.6714 -5.1478 0.1 -0.1 0.0 -0.2041
C 1.7963 1.3940 -5.0532 -0.3 0.1 0.0 -0.6464
C -0.2699 2.0967 -2.7987 0.2 0.1 0.1 -0.2078
C 0.9953 2.4331 -1.9691 -0.1 -0.1 -0.4 -0.2577
N 1.0810 1.6023 -0.7912 -0.3 0.3 0.1 -0.6045
C 1.8166 0.4645 -0.7744 -0.3 0.1 0.3 0.6657
O 2.5414 0.1401 -1.6949 0.2 -0.2 -0.2 -0.6281
C 1.6637 -0.3356 0.4769 -0.5 -0.2 0.0 -0.2114
C 0.4274 -0.5881 0.9674 0.6 0.4 -0.6 0.0611
N 0.1979 -1.3276 2.0915 0.2 -0.1 0.2 -0.4469
C -1.1448 -1.5959 2.4632 -0.6 -0.2 0.2 0.2159
C -2.0414 -2.0665 1.5098 0.2 0.1 0.2 -0.2380
C -3.3540 -2.3241 1.8562 -0.2 0.0 0.1 -0.2291
C -3.7662 -2.1192 3.1640 0.2 0.0 -0.1 -0.0266
Cl -5.4048 -2.4430 3.6005 -0.2 0.0 0.1 0.0120
C -2.8773 -1.6603 4.1236 -0.1 0.0 -0.1 -0.2262
C -1.5670 -1.3953 3.7721 0.0 0.0 -0.1 -0.1970
C 1.2360 -1.8815 2.8493 -0.1 -0.1 0.1 0.6615
O 0.9972 -2.5284 3.8501 0.1 0.0 0.0 -0.6031
C 2.5786 -1.6368 2.3284 0.4 0.1 -0.3 -0.1898
C 3.6598 -2.1790 3.0294 -0.1 0.0 0.0 -0.1415
C 4.9458 -1.9944 2.5781 0.0 -0.1 0.1 -0.2202
C 5.1721 -1.2647 1.4129 -0.1 0.1 0.0 -0.1789
C 4.1211 -0.7205 0.7107 0.1 0.0 -0.1 -0.2149
C 2.8049 -0.8969 1.1533 0.0 -0.2 0.3 0.0760
H -4.2868 4.7954 -6.1235 -0.1 0.0 -0.1 0.2071
H -3.0418 5.9896 -6.4925 0.0 0.1 -0.1 0.1977
H -3.0005 4.4050 -7.2652 0.0 0.0 -0.1 0.1997
H -2.5752 3.3301 -5.0520 0.0 0.0 0.1 0.2114
H -2.6398 4.9113 -4.2726 0.0 0.0 0.1 0.1884
H -0.6320 4.1058 -6.4189 0.1 0.0 -0.1 0.1935
H -0.6488 5.6363 -5.5490 0.0 0.0 -0.1 0.2001
H -0.2967 4.4821 -3.4134 0.1 0.0 0.0 0.1898
H 1.0303 4.1810 -4.5463 0.0 0.0 0.1 0.1742
H -0.2462 0.7197 -5.0821 0.0 0.0 -0.1 0.1906
H 0.0733 2.1011 -6.1279 0.0 -0.1 0.0 0.1908
H 2.0401 0.8106 -4.1691 0.1 0.0 0.1 0.2260
H 2.1081 0.8260 -5.9266 0.1 -0.1 -0.1 0.2129
H 2.3623 2.3230 -5.0359 0.1 0.1 0.0 0.1982
H -1.1438 2.5166 -2.2827 0.0 -0.1 0.1 0.1837
H -0.3791 1.0093 -2.8174 0.0 0.0 0.1 0.2007
H 1.8905 2.2351 -2.5577 -0.1 0.1 0.1 0.2346
H 0.9925 3.4823 -1.6651 0.0 -0.1 0.0 0.1960
H 0.4676 1.8101 -0.0202 0.2 -0.1 0.1 0.3970
H -0.4647 -0.2158 0.4818 0.0 0.0 0.0 0.2171
H -1.7082 -2.2481 0.4986 0.0 0.0 -0.1 0.2248
H -4.0510 -2.6911 1.1197 -0.1 0.0 0.0 0.2316
H -3.2087 -1.5093 5.1385 -0.1 0.0 0.1 0.2321
H -0.8700 -1.0423 4.5140 0.0 0.0 0.0 0.2406
H 3.4496 -2.7426 3.9259 0.0 0.0 0.1 0.2386
H 5.7781 -2.4151 3.1217 0.1 0.0 0.1 0.2172
H 6.1822 -1.1247 1.0572 0.1 0.0 0.0 0.2166
H 4.2985 -0.1684 -0.1982 0.0 0.0 -0.1 0.2400

# 5
26
Properties=species:S:1:pos:R:3:forces:R:3:lowdin_spin:R:1 method="wB97M-V/def2-TZVPD" total_charge=-1 energy_ev=-62357.7343 orbital_gap_ev="3.07 / 7.50" e_above_lowest_kcal_mol=31.6 spin_multiplicity=3
C 1.2149 1.4274 0.0500 0.8 -0.1 -0.2 0.0280
Ni 0.0007 -0.0954 -0.1922 0.8 0.6 0.4 0.9281
N -1.4226 -1.5656 -0.0955 -0.1 -0.5 0.0 0.0844
N -0.0526 0.2530 -2.0950 0.0 0.4 -0.9 0.0970
H -2.3221 -1.1616 0.1851 0.2 0.0 -0.2 0.0504
H 1.1725 -0.5502 0.7468 -0.3 0.4 -0.6 0.0277
H 1.7748 1.4802 0.9924 0.1 0.1 -0.4 0.0062
H 0.5316 2.2800 0.0397 -0.3 0.1 -0.1 0.0038
H 1.8984 1.5042 -0.7935 0.3 0.3 -0.1 0.0139
H -0.9911 0.4806 -2.4084 -0.1 -0.2 -0.4 0.0861
H 0.2872 -0.5939 -2.5428 -0.2 -0.1 -0.3 0.0755
H 0.5728 1.0255 -2.3224 -0.1 -0.1 -0.1 0.0246
H -1.5739 -2.0881 -0.9557 -0.1 -0.1 -0.2 0.1070
H -1.1814 -2.2366 0.6412 0.0 0.0 -0.2 0.0350
S -0.0039 -0.2577 1.9339 -1.3 -1.1 3.0 0.2375
C 0.3500 1.0826 2.9724 0.0 -0.3 0.6 0.0377
C 1.5847 1.1305 3.6370 0.2 0.8 0.0 0.0445
C 1.9609 2.2594 4.3536 -0.6 0.6 0.2 0.0009
C 1.0374 3.3218 4.5027 0.1 0.3 0.1 0.0506
C -0.2543 3.2275 3.9352 0.7 0.1 0.5 0.0011
C -0.6016 2.0880 3.2207 0.5 0.5 -0.3 0.0499
H 2.2763 0.3151 3.5144 0.1 -0.2 -0.1 0.0029
H 2.9691 2.3543 4.7909 -0.6 -0.2 -0.2 -0.0011
H 1.3261 4.2331 5.0737 -0.2 -0.8 -0.5 0.0040
H -0.9589 4.0710 4.0498 0.4 -0.6 0.0 -0.0010
H -1.5784 2.0111 2.7764 -0.2 -0.1 -0.2 0.0054

# 6
46
Properties=species:S:1:pos:R:3:forces:R:3:nbo_charge:R:1 method="wB97M-V/def2-TZVPD" total_charge=-1 energy_ev=-32373.6746 orbital_gap_ev=6.68 spin_multiplicity=1
C 2.1482 -1.2682 -2.7563 0.4 0.6 0.9 -0.6411
C 2.6025 0.1626 -2.1523 -0.6 -1.9 -0.8 -0.0590
O 2.5396 0.0363 -0.7246 0.0 1.5 -0.4 -0.5758
C 2.5305 1.3596 -0.0880 -0.2 1.2 -1.3 -0.0649
C 1.1140 1.7366 0.5412 0.4 0.9 -1.1 -1.0146
Nb 0.6271 0.8425 2.5675 0.2 -1.7 -2.9 1.5123
C 0.7530 -1.3306 1.8302 -0.7 -0.9 1.2 -0.9817
C -0.6356 -1.8802 1.2073 1.4 -0.4 -0.9 -0.4094
C -0.8569 -1.2990 -0.2624 -1.0 -0.6 -0.2 -0.4206
C -2.0756 -0.2638 -0.3789 2.1 0.8 0.8 -0.2490
N -2.3563 -0.0600 -1.8216 -2.5 -0.5 1.4 -0.4798
C -2.3699 1.3598 -2.2506 1.1 0.4 -1.5 -0.4133
C -3.4423 -0.8355 -2.3492 -0.2 0.2 -3.7 0.6940
C -4.4863 -1.6938 -1.5362 0.9 -0.1 1.7 -0.7237
O -3.5877 -0.8292 -3.6041 0.1 0.1 3.1 -0.6201
P 3.0409 0.8422 3.3982 0.1 0.3 1.4 0.7982
O 3.0531 0.2504 5.0318 0.3 1.7 -1.1 -0.9720
O 3.5558 2.4856 3.3446 -0.6 -1.1 1.4 -0.9799
H 1.0195 -1.3507 -2.7975 1.3 0.2 -0.2 0.2179
H 2.6387 -1.3774 -3.7707 -0.8 -0.1 1.1 0.1974
H 2.5035 -2.0696 -2.0230 -0.3 1.0 -1.2 0.2215
H 3.6656 0.3345 -2.5166 -1.1 0.2 0.5 0.1590
H 1.8821 0.9380 -2.5789 1.0 -0.7 0.8 0.1691
H 2.6947 2.0916 -0.9614 0.0 -0.8 1.3 0.1494
H 3.4213 1.5074 0.5957 -1.1 -0.6 -0.5 0.1913
H 0.3389 1.5426 -0.2828 1.0 0.2 1.0 0.2143
H 1.1167 2.8807 0.6700 0.1 -1.4 -0.2 0.2376
H 0.4487 2.5407 3.2409 0.0 0.3 0.4 -0.4074
H 0.1421 0.2069 4.2098 -0.3 0.1 0.4 -0.3845
H -1.1711 0.9050 2.1884 0.0 0.5 0.9 -0.3395
H 0.9074 -1.9527 2.7887 0.0 0.8 -1.2 0.2262
H 1.6526 -1.5461 1.1756 -1.2 0.2 0.4 0.2346
H -1.5294 -1.6895 1.8737 1.1 -0.1 -0.7 0.2073
H -0.4966 -3.0145 1.0971 -0.5 1.4 0.2 0.1814
H -1.1072 -2.1642 -0.9773 0.3 1.1 0.9 0.1862
H 0.0921 -0.8309 -0.7007 -1.3 -0.5 0.9 0.2298
H -1.6650 0.7281 0.0212 -0.8 -1.4 -0.4 0.2302
H -2.9609 -0.5109 0.2796 0.9 0.0 -0.9 0.1949
H -2.1877 1.3591 -3.3811 -0.6 0.2 1.5 0.2224
H -1.4621 1.9031 -1.8143 -1.4 -0.9 -0.3 0.2165
H -3.3224 1.9243 -2.0093 1.0 -0.7 -0.1 0.1835
H -5.1427 -1.0413 -0.8618 1.0 -0.7 -1.0 0.2297
H -5.1591 -2.3422 -2.1667 1.1 1.0 0.3 0.2417
H -3.9167 -2.3767 -0.8118 -0.8 0.9 -0.9 0.2335
H 2.4442 0.8576 5.4954 0.1 -0.8 -0.1 0.4771
H 2.9988 2.9321 4.0216 0.3 0.0 -0.9 0.4791